a) Below is a 2-piece molecular cluster, C2H3F2N overall, with properties calculated with ωB97M-V with the def2-TZVPD basis set.

For the frontier orbital gap (spin up / spin down), the calculation gives 10.04 / 9.18 eV. As for the HOMO energy (spin up / spin down): -10.55 / -9.34 eV. Its total charge is 0. Its multiplicity is 1.

Geometry as XYZ:
```
8
Properties=species:S:1:pos:R:3:nbo_charge:R:1
C -0.7905 0.4019 -0.1305 0.49
C 0.3417 1.0989 0.4384 0.24
N -0.1837 -0.0551 1.0076 -0.64
F -2.0319 0.7825 -0.0216 -0.31
F 1.4463 0.9034 -0.3778 -0.36
H -0.0434 -1.0614 -2.1292 -0.03
H 0.3489 2.1123 0.9095 0.18
H 0.1679 -0.9552 1.3371 0.42
```

***

b) Below is a 2-piece molecular cluster, C2H3F2N overall, with properties calculated with ωB97M-V with the def2-TZVPD basis set.

For the frontier orbital gap (spin up / spin down), the calculation gives 5.94 / 9.77 eV. As for the HOMO energy (spin up / spin down): -9.05 / -11.62 eV. Its total charge is 0. Its multiplicity is 1.

Geometry as XYZ:
```
8
Properties=species:S:1:pos:R:3:nbo_charge:R:1
C 0.4532 -0.6084 0.2786 -0.08
C 0.5988 0.7552 0.0452 0.44
N -0.6559 -0.7900 0.9722 -0.42
F -1.6000 0.9349 -1.4359 -0.46
F 1.4021 1.2973 -0.8111 -0.25
H 1.0451 -1.2402 -0.2874 0.20
H -0.1887 1.4197 0.4876 0.23
H -1.0546 -1.7684 0.7509 0.36
```

***

Least stable of them? a).

***

a) Below is C2H4N2 as an isolated structure, with properties calculated with ωB97M-V with the def2-TZVPD basis set.

For the frontier orbital gap (spin up / spin down), the calculation gives 6.65 / 8.19 eV. As for the HOMO energy (spin up / spin down): -5.93 / -11.72 eV. Its total charge is 0. Its multiplicity is 3.

Geometry as XYZ:
```
8
Properties=species:S:1:pos:R:3:nbo_charge:R:1
C 1.5167 0.1718 0.0456 0.36
C -1.0772 -0.0929 -0.3363 -0.67
N 2.5335 0.1031 -0.5063 -0.23
N 0.4145 0.4041 0.7781 -0.37
H -1.8354 -0.0567 0.3271 0.17
H -0.9799 0.6799 -1.1208 0.18
H -0.9903 -1.1287 -0.7888 0.19
H 0.4181 -0.0805 1.6015 0.37
```

***

b) Below is one molecule with the formula C2H4N2, with properties calculated with ωB97M-V with the def2-TZVPD basis set.

For the frontier orbital gap (spin up / spin down), the calculation gives 7.73 / 5.40 eV. As for the HOMO energy (spin up / spin down): -6.59 / -9.36 eV. Its total charge is 0. Its multiplicity is 3.

Geometry as XYZ:
```
8
Properties=species:S:1:pos:R:3:nbo_charge:R:1
C 0.7735 -0.3043 0.0344 -0.05
C -0.7638 0.3203 0.0342 -0.05
N 2.0079 0.1895 0.0449 -0.57
N -1.9903 -0.1892 0.0462 -0.58
H 0.6475 -1.3951 -0.0088 0.25
H -0.6487 1.4114 -0.0074 0.24
H 2.6877 -0.5638 0.0058 0.38
H -2.6885 0.5461 -0.0019 0.38
```

***

Least stable of them? a).

***

a) Below is one molecule with the formula C22H28N2O4S, with properties calculated with ωB97M-V with the def2-TZVPD basis set.

Its SMILES is COc1ccc(CNC(=O)[C@H]2CC[C@@H](CNS(=O)(=O)c3ccccc3)CC2)cc1. For the frontier orbital gap, the calculation gives 8.81 eV. As for the HOMO energy: -8.12 eV. Its total charge is 0. Its multiplicity is 1.

Geometry as XYZ:
```
57
Properties=species:S:1:pos:R:3:nbo_charge:R:1
C 3.8788 2.8259 0.3600 -0.25
O 2.7712 3.1807 1.1480 -0.49
C 1.5276 3.0934 0.5960 0.30
C 1.2658 2.8056 -0.7365 -0.25
C -0.0423 2.7197 -1.1795 -0.19
C -1.1065 2.9413 -0.3228 -0.07
C -2.5308 2.8051 -0.7986 -0.24
N -3.2139 1.6935 -0.1623 -0.61
C -3.3224 0.4831 -0.7502 0.69
O -2.9764 0.2842 -1.8977 -0.65
C -4.0259 -0.5747 0.1096 -0.31
C -3.3849 -0.7673 1.4874 -0.37
C -1.9585 -1.2849 1.3413 -0.43
C -1.9397 -2.6206 0.5975 -0.23
C -0.5022 -3.1370 0.4343 -0.22
N 0.3950 -2.2147 -0.2299 -0.87
S 1.2270 -1.1010 0.7009 2.30
O 1.2908 -1.5819 2.0495 -0.94
O 0.7326 0.2251 0.4556 -0.94
C 2.8409 -1.2237 -0.0557 -0.24
C 3.8281 -1.9844 0.5367 -0.22
C 5.0674 -2.0791 -0.0762 -0.19
C 5.2996 -1.4154 -1.2708 -0.20
C 4.2999 -0.6542 -1.8573 -0.20
C 3.0607 -0.5571 -1.2456 -0.23
C -2.6360 -2.4890 -0.7584 -0.41
C -4.0465 -1.9214 -0.6182 -0.39
C -0.8355 3.2573 1.0043 -0.20
C 0.4608 3.3320 1.4612 -0.23
H 4.7454 2.9061 1.0152 0.20
H 4.0066 3.5084 -0.4879 0.17
H 3.7966 1.7972 -0.0077 0.18
H 2.0699 2.6265 -1.4334 0.21
H -0.2362 2.4673 -2.2121 0.21
H -3.0963 3.7189 -0.5840 0.20
H -2.5535 2.6097 -1.8725 0.24
H -3.3921 1.7804 0.8245 0.39
H -5.0585 -0.2246 0.2394 0.23
H -3.3824 0.1606 2.0632 0.19
H -3.9825 -1.4928 2.0468 0.20
H -1.3681 -0.5458 0.7976 0.22
H -1.4985 -1.4082 2.3241 0.22
H -2.4828 -3.3622 1.1964 0.20
H -0.0567 -3.3182 1.4142 0.23
H -0.5045 -4.0737 -0.1342 0.20
H -0.0285 -1.7563 -1.0234 0.40
H 3.6107 -2.4786 1.4699 0.24
H 5.8509 -2.6677 0.3765 0.22
H 6.2658 -1.4894 -1.7473 0.22
H 4.4876 -0.1381 -2.7869 0.22
H 2.2616 0.0349 -1.6634 0.24
H -2.0704 -1.8199 -1.4075 0.21
H -2.6835 -3.4674 -1.2430 0.21
H -4.4774 -1.7886 -1.6115 0.23
H -4.6751 -2.6193 -0.0597 0.20
H -1.6507 3.4421 1.6909 0.20
H 0.6781 3.5585 2.4930 0.22
```

***

b) Below is one molecule with the formula C22H28N2O4S, with properties calculated with ωB97M-V with the def2-TZVPD basis set.

Its SMILES is Cc1ccc(S(=O)(=O)N(CC(=O)N2CCOCC2)c2ccc(C(C)C)cc2)cc1. For the frontier orbital gap, the calculation gives 9.24 eV. As for the HOMO energy: -8.71 eV. Its total charge is 0. Its multiplicity is 1.

Geometry as XYZ:
```
57
Properties=species:S:1:pos:R:3:nbo_charge:R:1
C -3.8501 -3.7007 0.6229 -0.63
C -2.5251 -3.0535 0.3658 0.00
C -1.7774 -3.3906 -0.7581 -0.22
C -0.5518 -2.7933 -0.9952 -0.16
C -0.0747 -1.8577 -0.0990 -0.35
S 1.4791 -1.0422 -0.4186 2.31
O 2.2642 -1.8178 -1.3396 -0.96
O 2.1002 -0.7201 0.8373 -0.94
N 1.0352 0.3579 -1.2486 -0.69
C 2.1678 1.2102 -1.5737 -0.31
C 3.0745 1.5643 -0.3861 0.68
O 2.7158 2.4207 0.4078 -0.66
N 4.2938 1.0004 -0.3025 -0.42
C 4.8540 -0.0977 -1.0613 -0.25
C 5.1949 -1.2645 -0.1204 -0.08
O 6.0321 -0.8644 0.9382 -0.53
C 5.4074 0.1535 1.6890 -0.08
C 5.1526 1.3771 0.8094 -0.26
C -0.1930 0.9279 -0.8346 0.18
C -0.2909 1.9450 0.1046 -0.25
C -1.5396 2.3867 0.5061 -0.21
C -2.7054 1.8294 -0.0020 0.01
C -4.0558 2.2786 0.4992 -0.24
C -4.7539 1.1271 1.2274 -0.59
C -4.9268 2.8101 -0.6402 -0.60
C -2.5920 0.8361 -0.9685 -0.23
C -1.3535 0.3964 -1.3895 -0.21
C -0.7856 -1.5259 1.0387 -0.18
C -2.0116 -2.1224 1.2646 -0.16
H -4.5265 -3.0117 1.1229 0.22
H -4.3059 -4.0389 -0.3041 0.22
H -3.7177 -4.5681 1.2697 0.23
H -2.1613 -4.1217 -1.4544 0.22
H 0.0446 -3.0360 -1.8605 0.24
H 2.7172 0.7130 -2.3748 0.22
H 1.7656 2.1543 -1.9523 0.25
H 4.1591 -0.4742 -1.8067 0.23
H 5.7701 0.2593 -1.5496 0.19
H 5.7336 -2.0386 -0.6689 0.19
H 4.2566 -1.6766 0.2716 0.19
H 6.0864 0.3972 2.5077 0.19
H 4.4480 -0.2055 2.0868 0.18
H 4.6539 2.1657 1.3723 0.25
H 6.1026 1.7452 0.4057 0.19
H 0.6054 2.3786 0.5209 0.27
H -1.6040 3.1727 1.2452 0.21
H -3.9007 3.0920 1.2164 0.20
H -4.9320 0.2962 0.5490 0.20
H -4.1359 0.7726 2.0495 0.21
H -5.7095 1.4577 1.6285 0.21
H -4.4135 3.6123 -1.1652 0.21
H -5.8642 3.1976 -0.2470 0.21
H -5.1551 2.0235 -1.3547 0.20
H -3.4780 0.3967 -1.4016 0.21
H -1.2720 -0.3673 -2.1477 0.22
H -0.3701 -0.8042 1.7238 0.25
H -2.5810 -1.8624 2.1445 0.21
```

***

Least stable of them? b).

***

a) Below is one molecule with the formula C5H9N3O3, with properties calculated with ωB97M-V with the def2-TZVPD basis set.

Its SMILES is CN1C=CN[C@@]1(CO)[N+](=O)[O-]. For the frontier orbital gap, the calculation gives 7.77 eV. As for the HOMO energy: -7.21 eV. Its total charge is 0. Its multiplicity is 1.

Geometry as XYZ:
```
20
Properties=species:S:1:pos:R:3:nbo_charge:R:1
C 0.7920 -0.1467 -1.8833 -0.39
N 0.3274 0.4689 -0.7345 -0.42
C 0.0475 1.8721 -0.7137 -0.11
C -0.5941 2.0955 0.4951 -0.06
N -0.3890 0.9939 1.2654 -0.59
C -0.1919 -0.1536 0.4545 0.37
C 0.4646 -1.3449 1.0186 -0.12
O 1.7527 -1.0144 1.4950 -0.71
N -1.7645 -0.7488 0.0567 0.49
O -2.6568 0.0088 0.3172 -0.39
O -1.7390 -1.7911 -0.5058 -0.41
H 0.4501 -1.1901 -1.8965 0.21
H 0.5348 0.3397 -2.7270 0.20
H 1.8661 -0.2954 -2.0361 0.18
H 0.0515 2.5812 -1.5063 0.23
H -0.7695 3.0353 1.0808 0.22
H -0.8418 0.9932 2.1878 0.41
H 0.4638 -1.9639 0.1033 0.20
H -0.0743 -1.8771 1.8245 0.19
H 2.2703 -1.8624 1.7041 0.48
```

***

b) Below is one molecule with the formula C5H9N3O3, with properties calculated with ωB97M-V with the def2-TZVPD basis set.

For the frontier orbital gap (spin up / spin down), the calculation gives 7.21 / 6.98 eV. As for the HOMO energy (spin up / spin down): -8.36 / -8.17 eV. Its total charge is 0. Its multiplicity is 1.

Geometry as XYZ:
```
20
Properties=species:S:1:pos:R:3:nbo_charge:R:1
C -0.1772 1.4353 1.2678 -0.05
C 1.0675 1.0144 0.9886 -0.04
C -1.3493 -0.1684 -0.1397 0.24
C 2.7927 0.2212 -0.3384 -0.45
C -0.6318 -1.5052 0.0796 -0.11
N -1.2194 0.9759 0.5672 -0.44
N 1.3789 0.2792 -0.0290 -0.41
N -2.2985 -0.0068 -1.1579 0.47
O -2.8781 1.0578 -1.2841 -0.44
O -2.3284 -0.8966 -1.9878 -0.43
O -1.3899 -2.6287 -0.1723 -0.71
H -0.2916 2.3414 1.9723 0.22
H 1.8104 1.3589 1.6477 0.16
H 3.1034 -0.6950 0.1814 0.21
H 2.8384 -0.0815 -1.4701 0.22
H 3.3027 1.1132 0.0537 0.19
H -0.1699 -1.5509 1.1691 0.20
H 0.2478 -1.4652 -0.6174 0.22
H -1.9591 1.6513 0.2443 0.45
H -1.8486 -2.4506 -0.9750 0.49
```

***

Least stable of them? b).

***

a) Below is a 2-piece molecular cluster, C3H8NO2S overall, with properties calculated with ωB97M-V with the def2-TZVPD basis set.

For the frontier orbital gap, the calculation gives 7.72 eV. As for the HOMO energy: -4.30 eV. Its total charge is -1. Its multiplicity is 1.

Geometry as XYZ:
```
15
Properties=species:S:1:pos:R:3:nbo_charge:R:1
N -3.1960 -0.6996 -0.0154 -0.92
C -1.8299 -0.3140 -0.2381 0.86
O -1.4565 0.7314 0.3347 -0.81
O -1.1703 -1.0769 -0.9849 -0.82
H -3.7992 0.0919 0.1467 0.35
H -3.5328 -1.3136 -0.7410 0.36
C 1.7628 1.6162 -0.1081 -0.73
S 2.8883 0.1919 0.0410 0.10
C 1.6151 -1.0350 0.4370 -0.75
H 1.3678 1.8515 0.8760 0.21
H 0.9362 1.3105 -0.7442 0.25
H 2.2903 2.4716 -0.5225 0.20
H 2.1286 -1.9936 0.4606 0.20
H 1.1545 -0.8236 1.3955 0.21
H 0.8411 -1.0089 -0.3372 0.29
```

***

b) Below is C3H8NO2S as an isolated structure, with properties calculated with ωB97M-V with the def2-TZVPD basis set.

For the frontier orbital gap, the calculation gives 7.49 eV. As for the HOMO energy: -3.51 eV. Its total charge is -1. Its multiplicity is 1.

Geometry as XYZ:
```
15
Properties=species:S:1:pos:R:3:nbo_charge:R:1
C -2.1639 -1.3410 -1.5739 -0.61
C -1.4808 -1.1612 -0.2188 -0.51
S 0.2187 -1.8028 -0.1639 -0.44
H -2.2016 -2.3973 -1.8575 0.19
H -1.6100 -0.8162 -2.3536 0.20
H -3.1896 -0.9555 -1.5488 0.18
H -1.4681 -0.0921 0.0108 0.19
H -2.0780 -1.6411 0.5590 0.18
H 0.7769 -0.4141 0.4751 0.37
N 2.4536 2.2501 1.5997 -0.89
C 2.0785 1.2488 0.6964 0.88
O 0.9993 0.6389 1.0676 -0.77
O 2.7834 1.0252 -0.2743 -0.72
H 3.1006 2.9472 1.2870 0.37
H 1.7810 2.5111 2.2953 0.37
```

***

Least stable of them? a).